(A)
10
Properties=species:S:1:pos:R:3:mulliken_charge:R:1 method="wB97M-V/def2-TZVPD" multiplicity=1 charge=0 homo_lumo_gap_ha=0.3168
O -2.322 0.372 0.178 -0.358
N -1.494 -0.629 -0.372 -0.519
C -0.323 -0.236 -0.010 0.564
N 0.213 1.081 0.019 -0.081
N 1.476 1.004 -0.101 -0.346
N 1.868 -0.266 0.104 -0.031
N 0.773 -1.056 0.035 -0.168
H -3.062 -0.136 0.326 0.336
H 2.932 -0.683 -0.257 0.319
H 0.792 -1.678 0.771 0.284



(B)
10
Properties=species:S:1:pos:R:3:mulliken_charge:R:1 method="wB97M-V/def2-TZVPD" multiplicity=1 charge=0 homo_lumo_gap_ha=0.4353 smiles=COn1nnnn1
C -1.621 0.410 -0.306 -0.469
O -0.650 -0.607 -0.598 -0.335
N 0.542 -0.487 -0.021 1.131
N 1.480 -1.417 -0.030 -0.396
N 2.475 -0.799 0.553 -0.155
N 2.185 0.448 0.782 -0.303
N 0.926 0.631 0.466 -0.280
H -1.022 1.311 -0.293 0.312
H -2.109 0.263 0.641 0.241
H -2.207 0.248 -1.193 0.253



Verdict on stability: (B) comes out on top.



(A)
19
Properties=species:S:1:pos:R:3:mulliken_charge:R:1 method="wB97M-V/def2-TZVPD" multiplicity=1 charge=+1 homo_lumo_gap_ha=0.3878
O -2.279 0.319 -0.287 -0.373
C -1.528 0.539 0.605 0.093
C -0.742 -0.520 1.350 -0.547
N 0.749 -0.220 1.344 -0.076
C 1.251 1.038 0.804 -0.976
H -1.389 1.559 1.045 0.333
H -1.024 -0.697 2.377 0.384
H -0.946 -1.435 0.780 0.290
H 1.124 -0.456 2.263 0.403
H 1.126 -0.998 0.785 0.335
H 0.798 1.992 1.055 0.376
H 1.166 1.118 -0.277 0.355
H 2.316 1.127 1.005 0.379
H -2.397 -0.319 -2.393 0.315
H -1.371 0.748 -2.699 0.324
O -1.504 -0.217 -2.769 -0.621
H 2.098 -1.744 -1.532 0.290
H 0.977 -0.881 -2.109 0.328
O 1.574 -0.953 -1.348 -0.612



(B)
19
Properties=species:S:1:pos:R:3:mulliken_charge:R:1 method="wB97M-V/def2-TZVPD" multiplicity=1 charge=+1 homo_lumo_gap_ha=0.4334
C -1.347 -1.174 0.792 -0.489
O -1.007 -0.260 1.787 -0.560
C -0.265 -1.020 -0.360 0.209
C -0.765 -0.190 -1.486 -0.875
O 0.297 0.427 -2.232 -0.624
N 1.023 -0.438 0.225 -0.410
H -2.395 -0.833 0.359 0.275
H -1.245 -2.222 1.171 0.375
H -1.227 -0.582 2.696 0.336
H -0.074 -2.025 -0.849 0.308
H -1.215 -0.830 -2.237 0.457
H -1.497 0.501 -1.272 0.346
H 0.359 -0.020 -3.188 0.379
H 1.192 0.368 -0.514 0.413
H 0.803 0.115 1.212 0.509
H 1.810 -1.157 0.384 0.341
H 2.151 2.282 1.808 0.320
H 1.050 3.001 0.846 0.337
O 1.634 2.179 0.987 -0.649



Verdict on stability: (A) comes out on top.



(A)
17
Properties=species:S:1:pos:R:3:mulliken_charge:R:1 method="wB97M-V/def2-TZVPD" multiplicity=1 charge=+1 homo_lumo_gap_ha=0.3054
C 0.546 1.283 -0.592 0.268
C -2.038 0.081 1.019 0.492
C 1.442 0.527 0.288 -0.606
C -2.746 -0.990 1.751 -0.872
N -0.742 1.581 -0.356 -1.291
N -1.318 0.770 0.414 0.704
N 0.892 -0.206 -0.806 -0.409
N 1.861 -0.475 -1.787 -0.145
H 1.103 1.872 -1.267 0.456
H 2.565 0.781 0.316 0.236
H 1.206 0.269 1.416 0.219
H -2.913 -0.802 2.748 0.319
H -2.139 -1.924 1.722 0.272
H -3.705 -1.304 1.151 0.279
H 1.374 -0.199 -2.700 0.380
H 1.931 -1.445 -1.654 0.326
H 2.682 0.180 -1.662 0.371



(B)
17
Properties=species:S:1:pos:R:3:mulliken_charge:R:1 method="wB97M-V/def2-TZVPD" multiplicity=1 charge=+1 homo_lumo_gap_ha=0.3266
C -3.183 -0.833 -0.233 -0.363
C -1.862 -1.177 -0.138 -0.078
C 2.573 1.183 0.086 -0.880
C 1.384 -0.832 0.382 -0.140
N -3.238 0.499 -0.169 -0.465
N -2.054 0.883 0.087 0.107
N -1.143 -0.100 0.190 -0.122
N 2.067 -0.026 -0.337 0.013
H -3.991 -1.477 -0.643 0.333
H -1.326 -2.052 -0.083 0.363
H 2.212 1.910 -0.560 0.381
H 2.239 1.458 1.052 0.352
H 3.606 1.287 -0.160 0.330
H 0.907 -1.717 -0.071 0.245
H 1.050 -0.541 1.365 0.347
H -1.908 1.848 0.352 0.241
H 2.668 -0.314 -1.122 0.336



(C)
17
Properties=species:S:1:pos:R:3:mulliken_charge:R:1 method="wB97M-V/def2-TZVPD" multiplicity=1 charge=+1 homo_lumo_gap_ha=0.3499 smiles="CCC([N+]#N)=C(N)N"
C 1.273 1.702 0.295 -1.202
C -0.219 1.346 0.523 -0.996
C -0.412 -0.105 0.592 0.652
N -0.649 -0.661 1.711 0.539
N -0.683 -1.202 2.659 -0.521
C -0.319 -0.966 -0.563 0.452
N -0.626 -2.308 -0.345 -0.447
N 0.076 -0.628 -1.741 -0.310
H 1.816 0.952 -0.164 0.435
H 1.809 1.948 1.164 0.388
H 1.297 2.529 -0.382 0.325
H -0.881 1.804 -0.204 0.390
H -0.550 2.004 1.414 0.351
H -0.973 -2.630 0.528 0.188
H -0.942 -2.836 -1.089 0.226
H -0.022 0.350 -1.886 0.256
H 0.006 -1.301 -2.513 0.277



Verdict on stability: (C) comes out on top.



(A)
15
Properties=species:S:1:pos:R:3:mulliken_charge:R:1 method="wB97M-V/def2-TZVPD" multiplicity=1 charge=0 homo_lumo_gap_ha=0.3570
C -0.710 1.222 -0.734 0.538
C -1.985 1.304 0.140 0.483
C 1.064 -0.640 0.465 0.566
C -0.229 -0.235 -0.948 -0.292
N 0.555 -0.454 1.533 -0.533
N 2.127 -1.119 -0.052 -0.316
O -2.986 1.681 -0.306 -0.482
O -0.217 2.123 -1.312 -0.476
O -1.901 0.663 1.238 -0.499
F 0.515 -0.361 -2.073 -0.355
H -1.082 -0.945 -0.883 0.391
H -1.044 0.154 1.317 0.411
H 0.886 -0.833 2.384 0.175
H 2.083 -1.080 -1.102 0.257
H 2.925 -1.481 0.333 0.132



(B)
15
Properties=species:S:1:pos:R:3:mulliken_charge:R:1 method="wB97M-V/def2-TZVPD" multiplicity=1 charge=0 homo_lumo_gap_ha=0.3408 smiles="O=C(O)/C(O)=C/F.N=C=N"
O 1.279 -2.014 3.405 -0.515
C 0.915 -1.079 2.720 0.373
O 0.730 0.115 3.198 -0.461
C 0.650 -1.505 1.313 0.336
O -0.256 -2.417 1.201 -0.437
C 1.487 -1.109 0.288 -0.191
F 1.439 -1.441 -1.013 -0.275
H 0.230 0.724 2.610 0.365
H -0.994 -2.201 1.687 0.332
H 2.374 -0.509 0.394 0.363
N -0.243 1.034 0.212 -0.556
C -0.468 0.142 -0.602 0.486
N -0.909 -0.627 -1.327 -0.371
H -0.297 2.067 -0.104 0.227
H -0.537 -1.297 -1.972 0.323



Verdict on stability: (A) comes out on top.



(A)
13
Properties=species:S:1:pos:R:3:mulliken_charge:R:1 method="wB97M-V/def2-TZVPD" multiplicity=1 charge=0 homo_lumo_gap_ha=0.3547
C 1.788 -0.276 -0.242 -0.745
C -1.340 0.902 -0.084 -0.152
H 2.589 0.533 -0.308 0.305
H 1.239 -0.250 -1.227 0.256
H 2.300 -1.266 -0.291 0.321
H 1.058 0.042 1.654 0.287
H -1.745 1.849 -0.203 0.436
H -2.645 -0.179 -0.797 0.266
H -0.309 -0.931 0.235 0.474
N 0.715 -0.136 0.619 -0.185
N -0.087 1.094 0.314 -0.656
N -2.165 -0.156 0.147 -0.074
O -1.396 -1.225 0.184 -0.535



(B)
13
Properties=species:S:1:pos:R:3:mulliken_charge:R:1 method="wB97M-V/def2-TZVPD" multiplicity=1 charge=0 homo_lumo_gap_ha=0.3236 smiles="C/C(=N/O)NN"
C -0.021 0.314 -2.077 -0.924
C 0.010 -0.159 -0.599 0.648
N 0.860 -0.961 -0.220 -0.494
O 1.283 -1.003 1.071 -0.373
N -0.985 0.660 0.136 -0.171
N -0.883 0.751 1.498 -0.690
H 1.067 0.026 -2.512 0.272
H -0.769 -0.394 -2.347 0.269
H -0.270 1.452 -1.967 0.273
H 0.182 -1.079 1.449 0.417
H -1.454 1.276 -0.490 0.203
H 0.028 1.469 1.456 0.269
H -1.924 1.191 2.001 0.300



(C)
13
Properties=species:S:1:pos:R:3:mulliken_charge:R:1 method="wB97M-V/def2-TZVPD" multiplicity=1 charge=0 homo_lumo_gap_ha="0.3448 / 0.3137"
C -0.614 -0.651 -2.184 -0.792
C 0.793 1.010 1.824 -0.598
N -0.382 -0.553 -0.751 0.110
N -0.493 0.576 1.327 -0.379
N -0.022 -1.558 -0.121 0.005
O 0.114 -1.470 1.102 -0.324
H -0.732 1.174 0.537 0.280
H 0.025 0.071 -2.697 0.269
H -1.655 -0.396 -2.391 0.283
H -0.402 -1.655 -2.555 0.319
H 1.111 0.367 2.642 0.243
H 1.593 1.044 1.074 0.253
H 0.663 2.041 2.193 0.332



Verdict on stability: (A) comes out on top.



(A)
19
Properties=species:S:1:pos:R:3:mulliken_charge:R:1 method="wB97M-V/def2-TZVPD" multiplicity=1 charge=0 homo_lumo_gap_ha=0.3582 smiles="[H]/N=C/NCC.O.O"
H -0.241 1.751 -2.278 0.218
N 0.268 0.946 -1.935 -0.866
C 0.504 1.143 -0.681 0.025
N 0.865 0.239 0.245 -0.027
C 0.691 0.460 1.673 -0.520
C -0.733 0.715 2.108 -1.048
H 0.065 2.002 -0.148 0.283
H 1.353 -0.589 -0.082 0.368
H 1.262 1.357 1.973 0.269
H 1.225 -0.369 2.142 0.365
H -1.182 1.482 1.487 0.330
H -0.825 0.869 3.177 0.354
H -1.351 -0.179 1.917 0.272
O -1.551 -1.093 -1.855 -0.762
H -1.028 -0.306 -2.117 0.442
H -1.637 -1.671 -2.606 0.318
O 1.093 -2.157 -1.213 -0.719
H 1.043 -2.640 -0.378 0.313
H 0.178 -1.961 -1.429 0.386



(B)
19
Properties=species:S:1:pos:R:3:mulliken_charge:R:1 method="wB97M-V/def2-TZVPD" multiplicity=1 charge=0 homo_lumo_gap_ha=0.3346 smiles="C/C(N)=C/N.O.O"
C 2.306 -0.347 0.937 -1.240
C 0.819 -0.159 0.756 0.421
N 0.067 -1.334 0.335 -0.457
C 0.294 1.050 0.653 -0.571
N -1.113 1.314 0.718 -0.486
H 2.748 -0.630 -0.017 0.289
H 2.489 -1.146 1.645 0.335
H 2.746 0.561 1.325 0.377
H 0.655 -1.787 -0.360 0.277
H 0.040 -1.994 1.105 0.265
H 0.921 1.924 0.561 0.319
H -1.601 1.051 -0.131 0.236
H -1.202 2.304 0.872 0.260
O -0.651 1.095 -2.929 -0.650
H 0.246 0.750 -2.916 0.311
H -1.201 0.420 -2.501 0.320
O -2.832 -1.000 -0.283 -0.702
H -1.912 -1.275 -0.431 0.371
H -2.817 -0.798 0.659 0.325



Verdict on stability: (A) comes out on top.



(A)
19
Properties=species:S:1:pos:R:3:mulliken_charge:R:1 method="wB97M-V/def2-TZVPD" multiplicity=1 charge=0 homo_lumo_gap_ha=0.3297 smiles=NCC(O)O.CN
N 0.923 0.253 0.264 -0.672
C 1.410 -0.381 -1.250 -0.569
C 0.132 -0.828 -1.974 0.039
O 0.418 -1.721 -3.012 -0.501
O -0.745 -1.437 -1.068 -0.535
H 0.975 0.993 -0.553 0.293
H 1.787 0.294 0.803 0.247
H 1.994 -1.256 -0.961 0.333
H 2.044 0.207 -1.924 0.366
H -0.339 0.045 -2.452 0.257
H 0.477 -2.600 -2.617 0.336
H -0.602 -0.975 -0.218 0.370
C -1.757 0.959 1.991 -0.688
N -0.392 1.262 2.390 -0.453
H -2.472 1.352 2.718 0.277
H -1.937 -0.119 1.907 0.201
H -1.955 1.403 1.014 0.272
H -0.119 0.799 3.251 0.171
H 0.158 1.750 1.693 0.256



(B)
19
Properties=species:S:1:pos:R:3:mulliken_charge:R:1 method="wB97M-V/def2-TZVPD" multiplicity=1 charge=0 homo_lumo_gap_ha=0.3493 smiles=NCNCCO.O
N -2.059 0.133 1.087 -0.694
C -1.980 0.804 -0.251 -0.469
N -0.865 1.877 -0.327 -0.497
C 0.386 1.182 -0.443 -0.286
C 0.917 0.433 0.746 -0.708
O 0.786 -1.039 0.828 -0.523
H -2.795 -0.597 0.951 0.245
H -1.195 -0.320 1.253 0.323
H -1.831 -0.027 -0.888 0.351
H -2.923 1.272 -0.479 0.364
H -0.962 2.288 0.598 0.287
H 0.413 0.478 -1.310 0.331
H 1.048 2.006 -0.639 0.267
H 1.960 0.513 0.936 0.397
H 0.417 0.901 1.715 0.320
H 1.012 -1.477 -0.001 0.317
O 2.429 -2.531 -1.176 -0.667
H 2.474 -2.818 -2.161 0.321
H 2.769 -3.080 -0.440 0.320



Verdict on stability: (B) comes out on top.